#A
Computed, not measured: a 2-piece molecular cluster, C5H14 overall, with ωB97M-V/def2-TZVPD.

```
19
Properties=species:S:1:pos:R:3:lowdin_charge:R:1
C 0.12950 -0.47575 -2.22278 -0.18
C -1.08800 -0.18476 -3.11926 -0.16
H -0.02144 -1.30331 -1.52779 0.05
H 1.03683 -0.72026 -2.76780 0.06
H 0.27300 0.40919 -1.59857 0.05
H -1.40891 -1.13919 -3.53508 0.06
H -0.81959 0.50211 -3.91188 0.06
H -1.88230 0.31682 -2.56841 0.06
C 0.49566 -0.25466 1.57830 -0.33
C 1.36310 0.98313 1.71037 -0.13
C -0.85647 -0.11470 2.25138 -0.12
H 0.37961 -0.45019 0.50007 0.06
H 1.06061 -1.18203 1.75006 0.10
H 1.93509 1.00620 2.64596 0.07
H 0.74853 1.88213 1.77716 0.07
H -1.21190 0.88642 1.97305 0.07
H -1.54963 -0.87667 1.91223 0.07
H 2.10660 1.09400 0.92206 0.07
H -0.85003 -0.01516 3.33870 0.07
```

Calculated values
SMILES: CCC.CC
Frontier orbital gap: 0.438 Eh

***

#B
Computed, not measured: a 2-piece molecular cluster, C5H14 overall, with ωB97M-V/def2-TZVPD.

```
19
Properties=species:S:1:pos:R:3:lowdin_charge:R:1
C -1.59943 -0.61035 -2.28421 -0.18
C -2.00368 -1.85397 -1.51674 -0.19
H -0.65105 -0.26439 -1.94191 0.03
H -1.21297 -1.04218 -3.19148 0.05
H -2.45951 0.15345 -2.42749 0.10
H -1.13684 -2.23190 -0.98736 0.05
H -2.32723 -2.70361 -2.27628 0.11
H -2.69357 -1.70059 -0.76579 0.02
C 1.13142 1.38092 1.04430 -0.33
C 2.50634 1.27670 1.65518 -0.13
C 0.22389 0.21216 1.48830 -0.10
H 0.84035 2.32196 1.40424 0.08
H 1.21006 1.38566 -0.00078 0.08
H 3.28834 1.62830 0.88960 0.09
H 0.38639 -0.58499 0.81461 0.05
H 0.27425 -0.02513 2.46387 0.02
H -0.85503 0.48359 1.23548 0.10
H 2.65577 2.01295 2.44783 0.06
H 2.42250 0.16143 1.94864 0.10
```

Calculated values
SMILES: CCC.CC
Frontier orbital gap: 0.443 Eh

***

Which one sits at the top of the stability order? #A does.

***

#A
Computed, not measured: a 2-piece molecular cluster, C5H14 overall, with ωB97M-V/def2-TZVPD.

```
19
Properties=species:S:1:pos:R:3:lowdin_charge:R:1
C 0.99493 -0.99388 -0.80176 -0.33
C 1.52165 -2.00226 0.19736 -0.13
C 1.79740 0.32319 -0.93936 -0.09
H 0.87449 -1.39153 -1.78918 0.08
H -0.09757 -0.63549 -0.58408 0.08
H 1.70866 -1.60068 1.14997 0.03
H 2.72867 0.36496 -0.57640 0.02
H 1.60595 0.85390 -1.82303 0.06
H 1.39245 0.80685 0.00680 0.08
H 0.90063 -2.93553 0.39664 0.08
H 2.55972 -2.50734 -0.18989 0.12
C -1.49949 0.69620 0.88482 -0.18
C -2.50117 1.75546 0.36907 -0.18
H -1.78407 -0.35091 0.65509 0.07
H -0.47712 0.63089 0.42481 0.01
H -1.43855 1.01562 1.97687 0.08
H -2.13788 2.74242 0.22362 0.03
H -3.39351 1.88108 1.07841 0.09
H -2.75520 1.34704 -0.65978 0.08
```

Calculated values
SMILES: CCC.CC
Frontier orbital gap: 0.433 Eh

***

#B
Computed, not measured: a 2-piece molecular cluster, C5H14 overall, with ωB97M-V/def2-TZVPD.

```
19
Properties=species:S:1:pos:R:3:lowdin_charge:R:1
C -1.88201 -1.14902 1.84534 -0.17
C -1.78359 0.37392 1.80026 -0.17
H -2.84330 -1.52663 2.18389 0.06
H -1.68510 -1.59692 0.86482 0.06
H -1.15956 -1.59158 2.53018 0.06
H -0.98380 0.73475 2.45358 0.06
H -2.64715 0.91384 2.17930 0.06
H -1.52352 0.69901 0.79679 0.04
C 1.04090 0.80359 -1.18767 -0.31
C 1.22678 0.10820 -2.55243 -0.11
C 1.51488 -0.04539 -0.01796 -0.13
H 1.56296 1.76293 -1.20162 0.09
H -0.00958 1.09962 -1.05384 0.08
H 0.27666 0.02746 -3.08682 0.06
H 1.15870 -1.06856 -0.12371 0.07
H 2.60934 -0.11735 -0.01038 0.07
H 1.22470 0.34945 0.94995 0.06
H 1.90410 0.63783 -3.21233 0.06
H 1.57529 -0.92221 -2.41543 0.07
```

Calculated values
SMILES: CCC.CC
Frontier orbital gap: 0.456 Eh

***

Which one sits at the top of the stability order? #B does.

***

#A
Computed, not measured: a 2-piece molecular cluster, C5H14 overall, with ωB97M-V/def2-TZVPD.

```
19
Properties=species:S:1:pos:R:3:lowdin_charge:R:1
C -0.29937 1.97789 1.60320 -0.18
C 0.55340 1.21249 2.55581 -0.20
H -0.28326 2.99976 1.94777 0.05
H 0.07150 2.07823 0.58846 0.05
H -1.38006 1.80350 1.77369 0.08
H 0.93016 1.75475 3.52937 0.10
H -0.03484 0.45523 2.98973 0.03
H 1.50540 0.68503 2.33647 0.07
C 0.11949 -1.49160 -2.05345 -0.37
C 0.55076 -0.14220 -1.55393 -0.14
C -0.92944 -2.00084 -1.16308 -0.17
H -0.12566 -1.45837 -3.06814 0.08
H 1.01015 -2.30621 -1.78272 0.16
H 0.64835 0.12817 -0.49763 0.06
H -1.86131 -1.40681 -1.18300 0.08
H -0.08447 0.53107 -2.30138 0.12
H 1.52623 0.01775 -2.01199 0.06
H -1.30875 -2.96976 -1.53100 0.08
H -0.60830 -1.86807 -0.17819 0.05
```

Calculated values
SMILES: CCC.CC
Frontier orbital gap: 0.426 Eh

***

#B
Computed, not measured: a 2-piece molecular cluster, C5H14 overall, with ωB97M-V/def2-TZVPD.

```
19
Properties=species:S:1:pos:R:3:lowdin_charge:R:1
C -1.20760 -2.30412 1.66118 -0.18
C 0.13691 -2.11694 1.00875 -0.19
H -1.13410 -2.96690 2.53019 0.06
H -1.60528 -1.38044 2.08011 0.06
H -1.84572 -2.84087 0.95509 0.07
H 0.82071 -1.57087 1.66619 0.07
H 0.12367 -1.73590 -0.00641 0.05
H 0.66969 -3.08219 1.00560 0.07
C 0.64774 1.14520 -0.59922 -0.30
C -0.24811 0.89446 -1.82522 -0.13
C 0.74254 2.67583 -0.35871 -0.12
H 0.22520 0.71098 0.30410 0.08
H 1.60792 0.72461 -0.89148 0.10
H 0.29889 0.98446 -2.76603 0.07
H -1.01696 1.66303 -1.93213 0.06
H 1.71154 2.97928 -0.78698 0.07
H -0.02700 3.22401 -0.89095 0.06
H -0.75170 -0.07330 -1.80701 0.06
H 0.85165 3.06969 0.65292 0.06
```

Calculated values
SMILES: CCC.CC
Frontier orbital gap: 0.453 Eh

***

#C
Computed, not measured: a 2-piece molecular cluster, C5H14 overall, with ωB97M-V/def2-TZVPD.

```
19
Properties=species:S:1:pos:R:3:lowdin_charge:R:1
C -0.49072 -1.57434 0.51293 -0.36
C 0.76887 -2.37370 0.70222 -0.14
C -0.72507 -0.43340 1.50682 -0.12
H -1.28288 -2.28277 0.46346 0.08
H -0.46434 -1.24131 -0.55035 0.10
H 0.82849 -2.87516 1.63246 0.05
H 1.14826 -3.00911 -0.13654 0.08
H -1.26146 -0.77345 2.40903 0.07
H -1.06774 0.61983 1.00970 0.08
H 1.52789 -1.50356 0.62021 0.09
H 0.28905 -0.17812 1.83389 0.06
C 0.38768 1.74488 -0.58894 -0.19
C -0.21686 2.16964 -1.90227 -0.18
H 1.04385 2.64221 -0.29934 0.09
H -0.46523 1.67470 0.19924 0.05
H 0.92826 0.82830 -0.56901 0.04
H -0.29741 1.20112 -2.44049 0.07
H 0.48690 2.56563 -2.55123 0.03
H -1.13755 2.79862 -1.85179 0.09
```

Calculated values
SMILES: CCC.CC
Frontier orbital gap: 0.440 Eh

***

Which one sits at the top of the stability order? #B does.